This record from the OMol25 dataset describes a cluster of 2 separate species, CH6NO in total at a distorted geometry. The level of theory is ωB97M-V with the def2-TZVPD basis set.

Last column: Löwdin charge in e.
CARTESIAN COORDINATES (ANGSTROEM)
C (0.62586, -0.95888, -0.87897)  0.10
N (-0.33311, 0.96670, 0.93455)  0.11
O (0.04682, -2.03462, -0.71357)  0.21
H (0.62762, -0.31027, -1.81140)  0.15
H (1.67643, -0.91645, -0.30246)  0.18
H (-1.12260, 0.75986, 1.42774)  0.01
H (0.45500, 1.39949, 1.48732)  0.10
H (-0.52592, 1.51218, 0.16632)  0.00
H (-0.57158, -2.53037, -1.19413)  0.15

## Properties
**Relative energy (zero: lowest compared OMol25 entry of this formula, charge and spin)**: 60.0 kcal/mol
**Total charge**: +1
**HOMO**: -15.1 eV
**Spin multiplicity**: 1
**Total energy**: -171.33140 a.u.
**Gap between HOMO and LUMO**: 8.8 eV
**F_max**: 4.84 eV/A